Record 1
Molecular formula: C4H5N3
Method: DFT, ωB97M-V/def2-TZVPD

Each line ends with the Mulliken charge.
CARTESIAN COORDINATES (ANGSTROEM)
C (-1.520414, -0.095409, -0.328585)  0.248
N (1.823450, -1.115870, 0.101189)  -0.835
C (-0.599884, -1.085765, -0.269817)  -0.355
N (0.639786, -0.465965, -0.215848)  0.534
N (-2.650514, 0.358274, -0.121629)  -0.532
C (0.406238, 0.893471, -0.030595)  -0.131
C (0.798267, 2.019514, 0.284563)  -0.415
H (1.714733, -2.040576, 0.511001)  0.252
H (2.352394, -0.626283, 0.820880)  0.241
H (-2.873149, 1.231140, -0.598873)  0.271
H (-0.690820, -2.130507, -0.527664)  0.374
H (0.599913, 3.057976, 0.375377)  0.346

Atomic forces in eV per Å
-1.4 -2.1 0.0
1.9 -0.4 0.8
-0.7 0.8 -0.4
-1.0 1.6 0.0
0.4 0.8 0.9
3.2 -0.6 0.8
-1.5 -0.7 -1.0
-0.8 0.1 -0.2
-0.3 0.4 -0.2
-0.2 -0.3 -0.5
-0.1 0.1 -0.5
0.5 0.3 0.3

Computed properties:
lowest unoccupied orbital energy (spin up / spin down): -0.3 / -0.3 eV
E_tot: -8692.43956 eV
multiplicity: 1
structure (SMILES): C#CN(N)C=C=N
ΔE to the lowest compared entry with this formula, charge and spin: 711.4 kJ/mol
molecular weight: 95.1 g mol⁻¹
HOMO level (spin up / spin down): -7.00 / -7.00 eV
HOMO-LUMO gap (spin up / spin down): 6.672 / 6.673 eV

---

Record 2
Molecular formula: C4H14N2O
Method: DFT, ωB97M-V/def2-TZVPD

Each line ends with the Mulliken charge.
CARTESIAN COORDINATES (ANGSTROEM)
C (-0.320490, -0.729467, 2.519999)  -2.609
N (-0.300404, -0.835480, 1.048961)  2.149
C (-1.209324, 0.091455, 0.399660)  -3.135
C (-0.928940, 0.395658, -1.047120)  -0.921
N (0.445445, 0.749255, -1.317784)  0.491
C (0.654096, 1.569498, -2.474124)  -1.434
H (-1.323673, -0.792260, 2.962211)  0.594
H (0.307573, -1.519340, 2.911525)  0.268
H (0.056481, 0.272889, 2.756643)  0.608
H (-0.585140, -1.775074, 0.782976)  0.302
H (-1.302164, 1.011920, 0.970838)  0.134
H (-2.251792, -0.286245, 0.471506)  0.672
H (-1.653871, 1.185167, -1.309340)  0.800
H (-1.219804, -0.470446, -1.669405)  0.191
H (1.050135, 0.826837, -0.522746)  0.072
H (1.707267, 1.802198, -2.646606)  0.341
H (0.154910, 2.558433, -2.446339)  0.406
H (0.257364, 1.055626, -3.352968)  0.287
H (2.777973, -1.487492, 0.243904)  0.340
H (1.410321, -1.574286, 0.866217)  0.357
O (2.274038, -2.048842, 0.851985)  -0.913

Atomic forces in eV per Å
-0.3 0.4 -0.8
0.2 -0.2 0.3
-1.1 -0.1 0.3
0.0 -0.4 -0.1
-0.2 -0.3 -0.4
0.0 0.5 0.1
0.0 -0.1 -0.1
0.2 0.0 0.3
0.2 -0.3 0.3
-0.1 0.0 0.1
0.5 0.2 0.1
0.2 0.0 -0.1
0.3 0.2 -0.1
0.1 0.1 0.1
-0.1 0.4 0.1
0.1 -0.3 0.1
-0.1 -0.2 0.1
0.1 0.0 -0.1
0.0 -0.3 0.2
0.1 0.0 0.0
0.0 0.4 -0.3

Computed properties:
lowest unoccupied orbital energy (spin up / spin down): 3.9 / 3.8 eV
E_tot: -9400.80050 eV
<S²>: 0.750
multiplicity: 2
net charge: -1
ΔE to the lowest compared entry with this formula, charge and spin: 75.5 kJ/mol
molecular weight: 106.2 g mol⁻¹
HOMO level (spin up / spin down): 1.29 / -5.04 eV
HOMO-LUMO gap (spin up / spin down): 2.588 / 8.797 eV

---

Record 3
Molecular formula: C19H12N6PdS
Method: DFT, ωB97M-V/def2-TZVPD

Each line ends with the Mulliken charge.
CARTESIAN COORDINATES (ANGSTROEM)
Pd (-0.374583, -0.088674, -1.343514)  1.479
C (0.810111, 3.640160, -3.235748)  -0.745
C (1.398017, 4.412154, -2.257429)  -0.593
C (1.474686, 3.876132, -0.987861)  -0.132
C (0.970611, 2.592312, -0.715446)  0.215
N (0.390622, 1.837939, -1.697215)  -0.003
C (0.324113, 2.367968, -2.911215)  0.287
N (1.118595, 2.209395, 0.567786)  -0.324
C (0.764387, 1.098910, 1.125509)  -0.263
N (0.142120, 0.034242, 0.512682)  -0.169
C (-0.041402, -0.924636, 1.483756)  -0.265
N (-0.591208, -2.083576, 1.327925)  -0.324
C (-1.108191, -2.627112, 0.208822)  0.225
C (-1.630597, -3.919248, 0.392862)  -0.127
C (-2.196472, -4.610608, -0.659216)  -0.598
C (-2.226615, -3.982897, -1.885548)  -0.734
C (-1.692790, -2.695098, -2.014542)  0.267
N (-1.144956, -2.017630, -1.014522)  -0.004
C (0.481590, -0.456565, 2.763932)  0.413
C (0.529219, -1.047330, 4.012469)  -0.210
C (1.108331, -0.309612, 5.035861)  -0.690
C (1.616918, 0.967294, 4.809818)  -0.693
C (1.564762, 1.552716, 3.552213)  -0.205
C (0.986426, 0.811048, 2.539524)  0.388
H (0.714302, 3.994361, -4.253255)  0.476
H (1.783920, 5.399481, -2.475905)  0.456
H (1.918027, 4.408400, -0.157243)  0.509
H (-0.132424, 1.774593, -3.681424)  0.125
H (-1.563370, -4.330958, 1.390735)  0.510
H (-2.600593, -5.605847, -0.526359)  0.456
H (-2.654654, -4.462679, -2.755294)  0.477
H (-1.721978, -2.214775, -2.974849)  0.123
H (0.131616, -2.039880, 4.178892)  0.553
H (1.169858, -0.727501, 6.031743)  0.433
H (2.059802, 1.506843, 5.636225)  0.429
H (1.957347, 2.544021, 3.367471)  0.553
S (-1.634582, -0.386598, -5.860186)  -0.160
C (-1.209126, -0.285890, -4.334451)  0.683
N (-0.891841, -0.210853, -3.197001)  -0.822

Atomic forces in eV per Å
0.0 0.0 -0.1
0.0 0.0 0.1
0.0 0.1 -0.1
0.1 0.0 0.2
0.0 0.0 0.0
-0.1 -0.4 0.2
0.0 0.1 -0.2
0.1 0.3 -0.1
0.0 0.1 0.1
0.0 0.0 0.1
0.0 -0.1 0.1
-0.1 -0.3 -0.1
0.0 0.0 0.0
0.0 0.0 0.2
-0.1 -0.1 -0.1
0.0 0.0 0.1
-0.1 -0.1 -0.2
0.2 0.4 0.1
-0.1 -0.2 0.0
-0.1 -0.2 0.0
0.0 -0.1 0.0
0.1 0.1 0.0
0.1 0.2 -0.1
0.1 0.2 -0.1
0.0 -0.1 0.0
0.0 0.0 0.0
0.0 0.0 0.0
0.0 0.0 0.0
0.0 0.0 0.0
0.0 0.0 0.0
0.0 0.1 0.0
0.0 0.0 0.0
0.0 0.0 0.0
0.0 0.0 0.0
0.0 0.0 0.0
0.0 0.0 0.0
0.1 0.0 0.4
-0.1 0.0 -0.4
0.0 0.0 0.0

Computed properties:
lowest unoccupied orbital energy (spin up / spin down): -11.3 / -11.3 eV
E_tot: -43136.04943 eV
multiplicity: 1
net charge: +2
molecular weight: 462.8 g mol⁻¹
HOMO level (spin up / spin down): -14.52 / -14.50 eV
HOMO-LUMO gap (spin up / spin down): 3.249 / 3.223 eV